Record 1
DFT (ωB97M-V/def2-TZVPD) results for C27H42AuFN2Si4Te as an isolated structure in a non-equilibrium geometry.

Values from the calculation:
**ΔE to the lowest compared entry with this formula, charge and spin**: 79.2 kJ/mol
**Charge**: 0
**Kohn-Sham gap**: 6.258 eV
**E_tot**: -76875.12012 eV
**Spin multiplicity**: 1
**HOMO**: -7.1 eV

Atoms and positions in Å:
H: -3.3288 1.4633 -1.1077
H: 6.6339 0.0515 -1.7173
H: -3.7556 -2.0622 -1.3128
H: 1.5212 1.0500 2.5125
Si: -2.1137 -0.6976 4.0104
H: 5.2691 -2.7307 -4.0669
H: -4.2732 -1.3491 5.0846
H: -1.9122 -3.1682 4.2639
C: 4.2051 1.0086 -2.2548
H: -6.2914 0.7792 1.8799
C: 3.1845 0.7956 -1.6409
H: 8.6410 1.8861 -5.0298
C: 1.8964 -0.8917 -4.4292
C: 6.6189 0.6883 -2.5923
H: -5.2861 -2.7900 3.2640
H: 8.7036 0.4501 -3.0176
C: -2.8691 2.8897 1.8205
H: -5.4803 1.4911 3.2752
H: 2.9393 4.8283 1.2979
C: 6.5436 2.2986 -4.8511
C: 3.4048 -2.2057 -3.1105
H: 0.9480 -0.3787 -4.5380
H: 1.3609 -2.2810 -1.3725
N: 2.3672 3.0069 2.2964
H: -3.1698 -0.6342 6.2630
Si: -4.0587 -2.4639 1.1140
C: -4.6102 -2.2787 -0.6688
C: -5.6096 1.5728 2.1936
H: -2.6897 -4.1773 2.2987
C: -5.5727 -2.6470 2.2197
C: 5.4126 1.2721 -2.9833
C: 1.2432 -1.4765 -2.0943
H: 2.6923 3.1862 3.2300
Au: 1.4508 0.2164 -0.8468
N: 1.4463 1.9811 0.6048
C: -2.9956 -4.0008 1.2659
C: 4.3205 -2.2175 -4.1470
H: 0.2031 -1.3583 -2.3862
H: -6.1671 -3.5120 1.9152
C: 1.9149 3.2047 0.1753
C: 2.4790 3.8604 1.2207
H: -0.1034 0.6907 3.6078
H: 4.4465 2.5179 -4.4316
C: 2.8018 -0.8860 -5.4767
H: -3.2964 3.8423 1.4972
H: -5.3320 -1.4674 -0.7823
H: -2.0913 -3.8986 0.6636
C: 4.0050 -1.5420 -5.3097
Te: -0.8877 -0.7708 0.2941
C: -1.2214 -2.3234 4.3002
C: 7.7400 1.7160 -4.4551
H: -0.4550 0.5992 5.3414
H: -1.8723 2.7980 1.3815
H: -6.2145 -1.7648 2.1680
H: 1.8069 3.5209 -0.8467
H: 3.6397 -2.7120 -2.1817
C: -0.9025 0.7008 4.3491
C: 2.1888 -1.5336 -3.2275
H: -4.6760 2.5719 -0.8022
C: -4.2617 1.5911 -0.5548
H: -2.7561 2.9255 2.9061
H: -5.0814 -3.1991 -1.0229
H: 2.5908 -0.3853 -6.4119
H: 6.5107 2.9207 -5.7362
H: -6.0948 2.5299 1.9858
C: -3.5368 -0.5571 5.2363
H: -0.4552 -2.4867 3.5391
C: 1.7532 1.8863 1.8762
H: -1.3900 1.6760 4.2960
H: -4.0539 0.3999 5.1369
H: -3.5426 -4.8818 0.9203
Si: -3.9600 1.4527 1.2911
Si: -2.8736 -0.5567 1.8009
C: 7.7734 0.9105 -3.3253
C: 5.3866 2.0805 -4.1218
H: -4.9621 0.8315 -0.9064
F: 4.8993 -1.5282 -6.3177
H: -0.7384 -2.3286 5.2806

Mulliken charges in e: 0.259, 0.427, 0.266, 0.522, 0.478, 0.447, 0.253, 0.255, -0.149, 0.277, -0.512, 0.393, -0.252, -0.381, 0.260, 0.388, -0.860, 0.254, 0.424, -0.513, -0.277, 0.391, 0.618, -0.084, 0.380, 0.356, -0.963, -1.052, 0.251, -1.019, 0.758, -1.538, 0.210, 0.473, -0.005, -0.921, -0.589, 0.653, 0.388, -0.394, -0.447, -0.564, 0.431, -0.638, 0.390, 0.243, 0.238, 0.501, -0.448, -1.055, -0.444, 0.480, 0.096, 0.249, 0.433, 0.342, -0.302, -0.003, 0.391, -1.024, 0.255, 0.375, 0.454, 0.387, 0.385, -1.065, 0.314, -0.509, 0.305, 0.286, 0.386, 0.557, -0.276, -0.496, -0.389, 0.278, -0.365, 0.383

Record 2
DFT (ωB97M-V/def2-TZVPD) results for C27H42Cl3N4NdO3Si as an isolated structure in a non-equilibrium geometry.

Values from the calculation:
**<S²>**: 3.7528
**Charge**: 0
**Kohn-Sham gap (alpha / beta)**: 8.959 / 8.964 eV
**E_tot**: -101514.17212 eV
**Spin multiplicity**: 4
**HOMO (alpha / beta)**: -8.7 / -8.7 eV

Atoms and positions in Å:
C: -0.0206 2.6157 1.7910
C: -0.5528 0.7706 6.8553
H: -0.6389 -0.2291 -5.6323
C: -1.2521 -3.4367 1.0375
H: -0.9173 -5.1973 3.9464
N: -0.7644 0.2631 5.5673
C: 0.8772 2.0185 -7.7268
O: -1.5766 -1.6217 3.0349
H: 1.3426 1.7458 9.5173
H: -2.0544 3.1383 -0.3812
N: -2.7203 0.3011 6.6084
H: 0.7168 0.1324 -0.2920
H: 2.8527 2.8596 -7.4143
H: 2.1863 -4.3262 -5.4927
O: 0.5377 -0.4709 -3.3091
H: -2.4031 -1.1796 -2.7476
C: 0.5934 1.1204 7.5793
N: -1.3655 -3.8191 2.4442
Nd: 0.5936 -0.3230 3.1934
H: 2.2590 -2.2102 -2.4662
H: 3.4595 -3.5796 -6.4769
Cl: 2.2848 1.3604 4.2628
Cl: 2.0472 -1.2960 1.2351
H: -2.9545 1.1294 9.2782
H: -0.9446 2.7921 -1.9860
H: -1.4017 -4.3331 0.4302
H: 0.7986 2.4655 -2.1048
C: 2.1455 -1.6934 -4.5406
C: 2.7714 -2.4531 -3.4083
C: 2.2898 1.5114 -5.8281
H: -1.3635 -5.9127 2.3688
C: 2.3884 -3.5405 -6.2308
H: 1.5449 1.1085 7.0455
C: -2.2535 -0.1065 -2.9258
Si: -0.5402 0.3937 -2.3808
C: 1.6555 -0.2916 -4.1761
H: -3.0068 0.4405 -2.3420
H: -2.5638 -0.4966 4.6242
C: -0.1208 1.1911 -7.2086
H: 1.4232 -1.6028 -6.5233
H: -3.7117 0.1924 6.7729
C: -1.5855 -2.8515 3.3376
Cl: 1.2471 -2.6162 4.4062
N: -0.5016 3.5619 0.9884
C: -1.9560 1.1434 8.8428
H: -2.4427 0.0781 -3.9902
C: -0.2671 -0.1912 -0.6483
H: -2.1899 4.6591 0.5192
C: 1.9395 -2.1952 -5.7698
C: 1.3251 0.6025 -5.3644
C: -0.1839 2.2210 -2.5309
H: 3.8388 -2.2088 -3.2743
H: -0.1899 2.5772 -3.5694
H: -2.5296 3.1013 1.3503
H: 0.5105 4.2762 -0.7323
H: -0.8651 1.7405 10.6267
H: -0.0303 5.5260 0.4156
C: -1.9089 3.6050 0.6038
H: 0.7194 2.5265 -8.6831
C: -2.0663 -0.0272 5.4718
H: -0.2376 -1.2866 -0.6315
C: 0.4626 1.4693 8.9345
H: -2.0231 -2.6917 0.8109
H: -0.2613 -2.9932 0.8316
H: 1.3755 4.4756 0.8265
C: -1.7986 0.8127 7.5154
H: -1.0211 0.1601 0.0660
H: 2.4774 0.1738 -3.6102
O: -0.6446 1.5609 2.1153
H: 3.1999 1.6182 -5.2386
H: 1.8411 -3.7793 -7.1474
C: 2.0771 2.2003 -7.0289
H: 0.2518 -5.1804 2.5990
H: -1.7205 -3.1903 4.3800
H: 2.7060 -3.5316 -3.5932
C: -0.7967 1.4731 9.5655
C: 0.1077 0.4665 -6.0300
C: -0.8129 -5.1042 2.8610
H: -1.0816 1.0720 -7.7189
H: 0.9989 2.7990 2.1592
C: 0.3956 4.5164 0.3360

Mulliken charges in e: 0.257, 0.027, 0.586, -0.886, 0.308, 0.088, -0.419, -0.595, 0.378, 0.175, -0.023, 0.199, 0.391, 0.369, -0.055, 0.319, -0.495, 0.261, 1.219, 0.206, 0.271, -0.546, -0.501, 0.341, 0.286, 0.324, 0.262, 0.244, -1.324, -0.502, 0.333, -1.438, 0.306, -1.083, -0.242, 0.182, 0.347, 0.571, -0.878, 0.274, 0.214, 0.052, -0.506, 0.225, -0.901, 0.322, -0.559, 0.415, 0.178, 0.276, -0.805, 0.259, 0.391, 0.267, 0.265, 0.350, 0.341, -0.838, 0.366, -0.628, -0.125, -0.639, 0.323, 0.220, 0.306, 0.854, 0.375, 0.344, -0.598, 0.404, 0.372, -0.669, 0.322, 0.333, 0.370, -0.326, 0.013, -0.881, 0.386, 0.215, -0.819